Entry 1:
{
  "formula": "C60H64As2GaN4O8P2S3",
  "method": "the ωB97M-V functional and the def2-TZVPD basis",
  "species": ["Ga", "C", "P", "C", "C", "C", "C", "C", "C", "C", "P", "C", "C", "H", "H", "H", "H", "H", "H", "H", "H", "H", "H", "H", "H", "H", "H", "H", "H", "N", "S", "N", "S", "N", "S", "N", "C", "C", "C", "C", "C", "C", "C", "C", "C", "C", "C", "C", "C", "C", "C", "C", "C", "C", "C", "C", "C", "C", "C", "C", "C", "C", "C", "C", "C", "C", "C", "C", "C", "C", "C", "C", "H", "H", "H", "H", "H", "H", "H", "H", "H", "H", "H", "H", "H", "H", "H", "H", "H", "H", "H", "H", "H", "H", "H", "H", "H", "H", "H", "H", "H", "H", "C", "O", "C", "O", "C", "C", "As", "C", "C", "C", "As", "C", "C", "O", "O", "C", "C", "O", "O", "C", "C", "O", "O", "C", "H", "H", "H", "H", "H", "H", "H", "H", "H", "H", "H", "H", "H", "H", "H", "H", "H", "H"],
  "positions_angstrom": [[-1.04920, -0.45260, 1.42724], [-1.31573, -3.31478, 4.26458], [-0.46971, -1.79834, 3.68352], [1.29021, -2.11077, 4.04674], [-1.01624, -0.60064, 4.92822], [-0.46350, -0.54555, 6.20561], [-1.00121, 0.29214, 7.16961], [-2.10568, 1.07828, 6.86830], [-2.65278, 1.04701, 5.59649], [-2.10926, 0.21818, 4.61335], [-2.78796, 0.26192, 2.93089], [-4.16733, -0.90705, 2.82306], [-3.52644, 1.90793, 2.78729], [-1.04206, -3.51278, 5.30151], [-1.04953, -4.17370, 3.64916], [-2.39507, -3.17843, 4.21151], [1.39788, -2.77264, 4.90626], [1.79421, -1.16478, 4.24712], [1.76775, -2.57138, 3.18118], [0.38186, -1.17260, 6.46176], [-0.57045, 0.32064, 8.16171], [-2.54022, 1.71824, 7.62452], [-3.50486, 1.67733, 5.37812], [-4.82948, -0.78009, 3.67925], [-3.80371, -1.93391, 2.79460], [-4.70653, -0.70527, 1.89564], [-4.54060, 1.88390, 3.18706], [-3.55584, 2.22159, 1.75206], [-2.91954, 2.62387, 3.33423], [0.75825, 0.00349, 1.39049], [2.08277, 0.34166, 0.90590], [2.96421, -0.93845, 0.41778], [2.59586, -1.70637, -0.88928], [1.11644, -1.80443, -1.34218], [-0.18134, -2.60005, -0.73060], [-1.08720, -1.93927, 0.21893], [-1.02866, -3.02640, -2.22067], [-0.38482, -3.16468, -3.44415], [-1.13235, -3.53967, -4.55022], [-2.49352, -3.78319, -4.42046], [-3.11977, -3.65182, -3.18760], [-2.38866, -3.27587, -2.07239], [0.42933, -4.15423, -0.12607], [0.51788, -4.27272, 1.25035], [0.99208, -5.45252, 1.80044], [1.35682, -6.50122, 0.96659], [1.25083, -6.37388, -0.41350], [0.78678, -5.19476, -0.97489], [3.44146, -3.23875, -0.68767], [3.70820, -3.95839, -1.84953], [4.41218, -5.14287, -1.74111], [4.83075, -5.58960, -0.49145], [4.54505, -4.86207, 0.65540], [3.84627, -3.66601, 0.56855], [3.43667, -0.95852, -2.24936], [2.78742, -0.66490, -3.43083], [3.52740, -0.09954, -4.46349], [4.87805, 0.15648, -4.29569], [5.51303, -0.14359, -3.09123], [4.79463, -0.70503, -2.05408], [2.09722, 1.59774, -0.36632], [0.84478, 1.70756, -1.19523], [0.88989, 2.77337, -2.33769], [2.16817, 3.56191, -2.44257], [3.20450, 3.36532, -1.63196], [3.17703, 2.34771, -0.57821], [3.15959, 0.92865, 2.17004], [4.53865, 0.75989, 2.11125], [5.31102, 1.26476, 3.14529], [4.70479, 1.91208, 4.21541], [3.32388, 2.05635, 4.26491], [2.53551, 1.56304, 3.23587], [0.67307, -2.97644, -3.53120], [-0.65271, -3.64062, -5.51453], [-3.07020, -4.08074, -5.28625], [-4.18085, -3.83992, -3.09503], [-2.86165, -3.15067, -1.10758], [0.18453, -3.44578, 1.85908], [1.06198, -5.56454, 2.87505], [1.71116, -7.43033, 1.39374], [1.51932, -7.20186, -1.05620], [0.68938, -5.10114, -2.04871], [3.39599, -3.58993, -2.81960], [4.64611, -5.71203, -2.63067], [5.39317, -6.51092, -0.41447], [4.88135, -5.21588, 1.62073], [3.63314, -3.07062, 1.44493], [1.73199, -0.84010, -3.53912], [3.03881, 0.13364, -5.39997], [5.44832, 0.58968, -5.10689], [6.57104, 0.04685, -2.97157], [5.27762, -0.96181, -1.11892], [0.59038, 0.71803, -1.58049], [0.28773, 4.36614, -1.09306], [2.20028, 4.32910, -3.20596], [4.09506, 3.97186, -1.72670], [4.06028, 2.23254, 0.03751], [4.99636, 0.22697, 1.28879], [6.38557, 1.14335, 3.12298], [5.31433, 2.29660, 5.02245], [2.85922, 2.55069, 5.10790], [1.45540, 1.65481, 3.25382], [-6.98079, 1.78572, -0.03985], [-5.71499, 2.45262, -0.25313], [-4.65746, 1.68547, -0.39098], [-4.64318, 0.48166, -0.20669], [-3.40000, 2.39690, -0.78256], [-3.35571, 3.55489, -1.43662], [-1.84885, 4.60672, -2.19695], [-2.24674, 4.05536, -4.03780], [-0.24718, 3.56830, -1.60220], [-0.39292, 2.42840, -0.55803], [-1.91355, 1.16442, -0.57451], [-2.02378, 0.37273, -2.33331], [-0.29739, 2.91752, 0.88764], [-0.86601, 2.39388, 1.82400], [0.45661, 3.99783, 1.01707], [0.50698, 4.61968, 2.32004], [0.54719, 2.23206, -3.71934], [0.31494, 1.07792, -3.97359], [0.55719, 3.20873, -4.61571], [0.23366, 2.84593, -5.97724], [-4.64300, 4.22906, -1.86834], [-5.30066, 3.82334, -2.78508], [-4.84398, 5.33869, -1.16945], [-5.99219, 6.14608, -1.53135], [-7.73894, 2.53951, -0.21688], [-7.03386, 1.42276, 0.98468], [-7.08717, 0.95747, -0.73422], [-3.25737, 4.39934, -4.25205], [-2.20096, 2.98025, -4.19121], [-1.55494, 4.56498, -4.70165], [-2.09616, 1.14125, -3.09574], [-2.94274, -0.21323, -2.31562], [-1.17849, -0.27643, -2.53799], [0.93484, 5.60186, 2.15483], [1.14124, 4.03414, 2.98079], [-0.49378, 4.69780, 2.73534], [-0.02123, 3.77281, -6.47880], [-0.59936, 2.14892, -5.99757], [1.10598, 2.39522, -6.44506], [-5.67828, 7.18089, -1.44544], [-6.79135, 5.93543, -0.82566], [-6.31184, 5.91925, -2.54324]],
  "e_above_lowest_kcal_mol": 0.00,
  "orbital_gap_ev": 8.2,
  "homo_ev": -14.875,
  "charge": 3
}

Entry 2:
{
  "formula": "H2NPS2",
  "method": "the ωB97M-V functional and the def2-TZVPD basis",
  "species": ["N", "P", "S", "S", "H", "H"],
  "positions_angstrom": [[0.00751, 0.36443, 0.03321], [0.06645, 2.04130, -0.14205], [2.10350, 2.47121, -0.13908], [1.07028, 2.92206, -1.92865], [-0.89648, -0.06468, -0.07249], [0.79471, -0.23906, 0.18841]],
  "e_above_lowest_kcal_mol": 1.89,
  "orbital_gap_ev": [6.1, 7.2],
  "homo_ev": [-5.680, -9.196],
  "spin_multiplicity": 3,
  "s2": 2.01
}

Entry 3:
{
  "formula": "C3H7N3O3",
  "method": "the ωB97M-V functional and the def2-TZVPD basis",
  "species": ["C", "C", "C", "H", "H", "H", "H", "H", "H", "H", "N", "N", "N", "O", "O", "O"],
  "positions_angstrom": [[0.77345, -0.13481, 0.80513], [-0.87096, 0.26219, -0.93985], [-1.44490, -0.58873, -2.06264], [1.82194, -1.01074, 2.33303], [1.79960, -1.90149, 0.90584], [1.60039, 1.48929, 1.84558], [-0.71994, 2.27314, 1.53983], [-1.72488, 0.69871, -0.39113], [-0.41276, 1.13647, -1.39900], [-0.24442, -1.89420, -1.41646], [1.77208, -0.94164, 1.31318], [0.71627, 1.05751, 1.57923], [0.13282, -0.51983, -0.14819], [0.00358, 2.09251, 0.94058], [-0.93394, -1.84897, -2.10541], [-2.26832, -0.16940, -2.79972]],
  "e_above_lowest_kcal_mol": 61.90,
  "orbital_gap_ev": 10.3,
  "homo_ev": -9.854,
  "smiles": "N/C(=N/CC(=O)O)NO"
}

Entry 4:
{
  "formula": "C23H29N3O4",
  "method": "the ωB97M-V functional and the def2-TZVPD basis",
  "species": ["C", "O", "C", "C", "C", "O", "N", "C", "H", "C", "H", "H", "C", "C", "H", "C", "H", "H", "H", "H", "O", "C", "C", "C", "C", "C", "C", "H", "H", "C", "O", "N", "H", "C", "C", "N", "C", "C", "C", "C", "H", "H", "H", "C", "H", "H", "H", "H", "H", "H", "H", "H", "H", "H", "H", "H", "H", "H", "H"],
  "positions_angstrom": [[3.77384, 2.12621, -4.53927], [4.12354, 2.00235, -3.18586], [5.49210, 2.24750, -2.94594], [5.81765, 1.97969, -1.47666], [5.90465, 0.48381, -1.19602], [6.98064, -0.08471, -1.27058], [4.77163, -0.18368, -0.89451], [3.44568, 0.35453, -0.71968], [3.37768, 1.36100, -1.12295], [3.05746, 0.31411, 0.76091], [2.04720, 0.70830, 0.87994], [3.74459, 0.92799, 1.34589], [3.12721, -1.13187, 1.27421], [4.50727, -1.72621, 0.97453], [4.51094, -2.78185, 1.24587], [4.85161, -1.57747, -0.50751], [5.86743, -1.92387, -0.70184], [4.14404, -2.15668, -1.10773], [5.25291, -1.20598, 1.57728], [2.95643, -1.15858, 2.36047], [2.17521, -1.95569, 0.61917], [0.86484, -1.90862, 0.96234], [0.02184, -2.73153, 0.20861], [-1.32653, -2.77888, 0.47215], [-1.88498, -1.99715, 1.48336], [-1.04386, -1.19265, 2.24171], [0.31581, -1.14467, 1.98896], [0.93495, -0.51484, 2.60880], [-1.43380, -0.61120, 3.06489], [-3.35144, -2.10493, 1.71704], [-3.98476, -3.10435, 1.43035], [-3.92887, -1.01572, 2.28399], [-3.41134, -0.15452, 2.34770], [-5.35698, -0.93629, 2.51014], [-6.04337, -0.16155, 1.41290], [-6.51803, 1.03264, 1.73807], [-7.11459, 1.76818, 0.81026], [-7.24873, 1.32880, -0.50464], [-6.74507, 0.08644, -0.84861], [-6.12891, -0.68067, 0.12645], [-5.72557, -1.65726, -0.08992], [-6.83452, -0.28111, -1.86088], [-7.73911, 1.95270, -1.23668], [-7.63975, 3.10180, 1.24268], [-7.18495, 3.89772, 0.65531], [-7.41653, 3.25746, 2.29380], [-8.71746, 3.14759, 1.09522], [-5.54663, -0.44874, 3.46909], [-5.72573, -1.96530, 2.52963], [-1.97806, -3.42290, -0.09842], [0.45979, -3.33045, -0.57422], [2.74934, -0.27769, -1.28238], [5.09458, 2.48415, -0.83863], [6.81105, 2.38308, -1.27525], [6.11208, 1.59877, -3.58274], [5.72753, 3.29513, -3.19517], [2.70786, 1.91857, -4.60587], [4.32657, 1.40986, -5.15905], [3.97362, 3.13926, -4.91070]],
  "e_above_lowest_kcal_mol": 26.37,
  "orbital_gap_ev": 9.4,
  "homo_ev": -8.766,
  "smiles": "COCCC(=O)N1CCC(Oc2ccc(C(=O)NCc3cccc(C)n3)cc2)CC1"
}